1.
A cluster of 4 separate species, H8O4 in total at a distorted geometry, computed with wB97M-V/def2-TZVPD.

The electronic energy comes out at -8318.539 eV. As for the net charge: 0. The frontier orbital gap is 11.1974 eV. The value obtained for the energy above the lowest of the compared OMol25 structures with the same formula, charge and spin is 2.137 eV. The LUMO energy comes out at 0.5 eV. The SMILES is O.O.O.O.

Each line ends with the Mulliken charge.
Positions of all 12 atoms, in Å:
O 0.2743 1.9678 1.7662  -0.61
H 0.3383 1.3338 0.9902  0.44
H -0.2497 2.4928 1.2762  0.25
O 0.0303 0.2658 -0.3538  -0.56
H -0.4447 0.1578 -1.0168  0.23
H 0.1983 -0.4972 0.0512  0.27
O -0.8097 -0.8192 -2.9138  -0.61
H -0.6257 -0.4462 -3.7008  0.28
H -1.6637 -1.2532 -2.9828  0.31
O 0.7353 -1.3452 2.1872  -0.68
H 1.6023 -1.1812 1.7862  0.33
H 0.6143 -0.6762 2.9112  0.34

2.
A cluster of 2 separate species, C23H29F2O2Si in total at a distorted geometry, computed with wB97M-V/def2-TZVPD.

The electronic energy comes out at -41722.549 eV. As for the net charge: +1. The frontier orbital gap is 4.3841 eV. The value obtained for the energy above the lowest of the compared OMol25 structures with the same formula, charge and spin is 0.000 eV. The LUMO energy comes out at -5.9 eV.

Each line ends with the Mulliken charge.
Positions of all 57 atoms, in Å:
C 1.9256 5.2757 2.0080  -1.04
Si 2.4338 3.5608 1.4633  0.35
C 2.0607 3.3254 -0.3552  -0.94
C 4.2672 3.3556 1.7650  -1.04
O 1.5943 2.4190 2.3760  -0.51
C 0.8930 1.4036 1.7311  0.99
C 1.4864 0.2336 1.4267  -0.93
C -0.4933 1.6232 1.3748  -0.63
C -1.0533 2.8453 1.4269  -0.06
O -2.3374 3.1324 1.0516  -0.39
C -2.5646 4.5202 0.9635  -0.70
H 2.5201 6.0276 1.4957  0.36
H 0.8761 5.4429 1.7863  0.29
H 2.0805 5.3654 3.0794  0.33
H 2.5822 4.0777 -0.9423  0.46
H 2.3853 2.3348 -0.6645  0.24
H 0.9904 3.4170 -0.5207  0.29
H 4.8327 4.1001 1.2107  0.34
H 4.4714 3.4757 2.8250  0.31
H 4.5804 2.3642 1.4511  0.29
H 0.9504 -0.5360 0.9088  0.18
H 2.5138 0.0606 1.6708  0.32
H -1.0777 0.7950 1.0134  0.41
H -0.4543 3.6710 1.7842  0.21
H -3.6367 4.6643 0.8297  0.24
H -2.2410 5.0235 1.8793  0.33
H -2.0355 4.9249 0.0958  0.32
C -0.7456 -7.1843 2.1407  -1.48
C -0.4601 -6.0371 1.2469  0.95
C -1.4881 -5.4929 0.4730  -0.05
F -2.7202 -6.0567 0.5177  -0.31
C -1.2527 -4.3898 -0.3195  -0.58
C 0.0099 -3.7658 -0.3575  0.78
C 0.3357 -2.6183 -1.1264  0.03
C -0.4647 -1.7025 -1.8566  0.77
C -1.8695 -1.6200 -1.7921  -0.65
C -2.5758 -0.7379 -2.5813  -0.07
F -3.9310 -0.7255 -2.5541  -0.32
C -1.9024 0.1293 -3.4449  1.05
C -2.6806 1.0208 -4.3368  -1.50
C -0.5162 0.1013 -3.4787  -0.82
C 0.1880 -0.7831 -2.7040  -0.76
C 1.0364 -4.3634 0.4029  -0.79
C 0.8007 -5.4623 1.1879  -0.72
H 0.1708 -7.6059 2.5550  0.38
H -1.3736 -6.8696 2.9749  0.33
H -1.2650 -7.9745 1.5979  0.36
H -2.0461 -4.0580 -0.9562  0.66
H 1.3923 -2.4133 -1.1781  0.40
H -2.4212 -2.2114 -1.0914  0.61
H -2.0337 1.7249 -4.8610  0.39
H -3.2146 0.4367 -5.0875  0.34
H -3.4096 1.5941 -3.7636  0.35
H 0.0040 0.7784 -4.1352  0.40
H 1.2623 -0.7926 -2.7563  0.44
H 2.0237 -3.9372 0.3730  0.42
H 1.5965 -5.8866 1.7769  0.37

3.
A cluster of 3 separate species, CCl3IO2S in total at a distorted geometry, computed with wB97M-V/def2-TZVPD.

As for the spin multiplicity: 3. The electronic energy comes out at -61633.441 eV. As for the net charge: 0. The frontier orbital gap (alpha / beta) is 9.5462 / 6.7363 eV. Its expectation value of S² is 2.007. The LUMO energy (alpha / beta) comes out at 0.2 / -3.3 eV.

Each line ends with the Mulliken charge.
Positions of all 8 atoms, in Å:
C 1.1913 -1.6931 0.0175  0.55
O 0.1550 -2.0290 0.4443  -0.33
O -2.6679 2.7646 -0.5125  -0.38
S -2.9485 1.5031 0.2148  0.49
Cl 1.7259 -0.0882 -0.3905  -0.12
Cl 2.4484 -2.8743 -0.2990  -0.12
Cl -4.9225 1.2945 0.3653  -0.12
I 5.0182 1.1223 0.1603  0.02

4.
A cluster of 2 separate species, C5H12N2 in total at a distorted geometry, computed with wB97M-V/def2-TZVPD.

The electronic energy comes out at -8352.671 eV. As for the net charge: 0. The frontier orbital gap is 3.3231 eV. The value obtained for the energy above the lowest of the compared OMol25 structures with the same formula, charge and spin is 7.465 eV. The LUMO energy comes out at -2.9 eV.

Each line ends with the Mulliken charge.
Positions of all 19 atoms, in Å:
C 0.1310 0.5606 -2.3846  -0.58
C 0.9391 -1.2634 1.9678  -0.98
C -0.2399 -0.9695 1.2539  0.99
C -1.1461 -1.9192 0.8044  -0.85
C 0.6092 1.2789 0.7471  -1.13
N -0.5586 0.4120 0.9476  -0.36
N -0.3965 1.7363 -1.8109  -0.52
H 0.0973 -0.2716 -1.7353  0.14
H 1.2181 0.7266 -2.5740  0.23
H 1.1700 -2.3018 2.1609  0.28
H 1.5235 -0.5773 2.4958  0.27
H -0.9954 -2.9355 0.9752  0.33
H -2.1541 -1.6461 0.4150  0.24
H 1.2326 0.8550 -0.0060  0.43
H 1.1925 1.3307 1.6922  0.30
H 0.3208 2.2440 0.4727  0.40
H -1.2441 0.5360 0.1406  0.30
H -0.3117 0.2646 -3.3659  0.33
H -1.3878 1.9396 -2.1965  0.16

5.
A structure of composition C12H24N6OPRe at a distorted geometry, computed with wB97M-V/def2-TZVPD.

As for the spin multiplicity: 2. The electronic energy comes out at -35213.140 eV. As for the net charge: +3. The frontier orbital gap (alpha / beta) is 6.5041 / 6.7629 eV. Its expectation value of S² is 0.768. The value obtained for the energy above the lowest of the compared OMol25 structures with the same formula, charge and spin is 0.628 eV. The LUMO energy (alpha / beta) comes out at -12.0 / -11.7 eV.

Each line ends with the Mulliken charge.
Positions of all 45 atoms, in Å:
Re -0.8968 0.5897 -0.8479  1.17
C -2.5858 -3.3675 -3.8663  -1.14
C -2.2280 -3.4161 -2.3678  -0.33
C -1.6435 -2.2457 -1.8546  0.59
N -1.1449 -1.2879 -1.4197  -0.18
H -3.0219 -4.3255 -4.1370  0.35
H -1.7081 -3.2050 -4.4859  0.37
H -3.3142 -2.5887 -4.0724  0.38
H -1.5373 -4.2519 -2.1936  0.32
H -3.1396 -3.6255 -1.7918  0.30
C -3.0870 -0.5211 1.6629  -1.01
C -2.1283 0.4709 2.3164  -0.65
P -0.4447 0.3932 1.6058  0.05
C 0.5649 1.7960 2.2349  -0.52
C 0.1950 2.1840 3.6657  -1.26
C 0.4057 -1.2020 1.9226  -0.36
C 0.9439 -1.2779 3.3497  -1.32
H -4.0899 -0.3827 2.0709  0.40
H -2.7977 -1.5519 1.8584  0.33
H -3.1513 -0.3627 0.5721  0.14
H -2.0606 0.2874 3.3931  0.56
H -2.4855 1.4968 2.1725  0.39
H 0.4076 2.6466 1.5647  0.44
H 1.6158 1.5000 2.1713  0.45
H -0.8411 2.5005 3.7409  0.36
H 0.8141 3.0288 3.9634  0.41
H 0.3771 1.3836 4.3776  0.32
H 1.2290 -1.2984 1.2073  0.40
H -0.3007 -2.0125 1.7302  0.41
H 1.7369 -0.5575 3.5247  0.34
H 1.3722 -2.2653 3.5122  0.40
H 0.1600 -1.1352 4.0863  0.38
O -2.9261 4.2209 -0.4555  -0.23
C -2.2647 3.2898 -0.4999  0.80
N -1.5602 2.3064 -0.4997  -0.44
N 4.5326 2.4216 -2.4442  -0.30
C 4.1923 1.2585 -2.9726  0.65
N 4.9617 0.6296 -3.8327  -0.32
N 3.0380 0.6513 -2.6306  -0.32
C 1.9956 0.7091 -2.0007  0.75
N 0.9584 0.5465 -1.4300  -0.98
H 5.3877 2.8893 -2.7178  0.25
H 3.9150 2.9307 -1.8290  0.20
H 5.8560 1.0087 -4.1168  0.22
H 4.6964 -0.2605 -4.2361  0.25

6.
The molecule C13H19N3O5 at a distorted geometry, computed with wB97M-V/def2-TZVPD.

The electronic energy comes out at -28491.586 eV. As for the net charge: 0. The frontier orbital gap is 7.6688 eV. The value obtained for the energy above the lowest of the compared OMol25 structures with the same formula, charge and spin is 7.285 eV. The LUMO energy comes out at -1.0 eV. The SMILES is Cc1cc([N+](=O)[O-])c(NCCCCCCO)c([N+](=O)[O-])c1.

Each line ends with the Mulliken charge.
Positions of all 40 atoms, in Å:
C -5.1498 -2.0604 -1.3853  -1.54
C -4.0563 -1.2744 -0.7361  0.39
C -2.9676 -1.9131 -0.1536  -0.75
C -1.9591 -1.2057 0.4783  0.45
N -1.0374 -1.9939 1.2407  1.09
O -0.6872 -3.0622 0.7798  -0.63
O -0.7167 -1.5750 2.3378  -0.60
C -1.9190 0.2181 0.4853  1.38
N -0.8614 0.9316 0.8704  -0.01
C 0.4827 0.4886 1.1296  -0.75
C 1.4430 1.6587 0.9411  -0.80
C 2.8724 1.3169 1.3647  -1.11
C 3.5227 0.1851 0.5690  -0.58
C 3.6237 0.4695 -0.9289  -0.39
C 4.5431 -0.5399 -1.6212  -0.72
O 5.8657 -0.4929 -1.1448  -0.51
C -3.0855 0.8483 -0.0519  -0.94
N -3.2593 2.2591 -0.0510  1.10
O -4.2472 2.7172 -0.5884  -0.66
O -2.4088 2.9672 0.4825  -0.75
C -4.1090 0.1026 -0.6340  -0.74
H -5.7712 -2.5360 -0.6269  0.31
H -5.7811 -1.4159 -1.9900  0.37
H -4.7341 -2.8437 -2.0148  0.38
H -2.9085 -2.9921 -0.1446  0.51
H -1.0149 1.9402 0.8956  0.37
H 0.5688 0.0979 2.1533  0.26
H 0.7325 -0.3251 0.4399  0.49
H 1.4290 1.9783 -0.1023  0.32
H 1.0946 2.4961 1.5502  0.47
H 2.8687 1.0403 2.4210  0.40
H 3.4818 2.2176 1.2619  0.43
H 2.9778 -0.7468 0.7250  0.29
H 4.5335 0.0328 0.9533  0.46
H 2.6425 0.4181 -1.4028  0.27
H 4.0214 1.4774 -1.0827  0.30
H 4.2003 -1.5578 -1.4222  0.34
H 4.5216 -0.3726 -2.7087  0.32
H 6.2076 0.3997 -1.2699  0.32
H -4.9593 0.6461 -1.0194  0.50

7.
The molecule C2H7NS2, computed with wB97M-V/def2-TZVPD.

The electronic energy comes out at -25347.801 eV. As for the net charge: 0. The frontier orbital gap is 9.5575 eV. The value obtained for the energy above the lowest of the compared OMol25 structures with the same formula, charge and spin is 0.247 eV. The LUMO energy comes out at 0.7 eV. The SMILES is NCCSS.

Each line ends with the Mulliken charge.
Positions of all 12 atoms, in Å:
N -0.3497 -1.8219 0.5722  -0.59
C 0.6903 -0.7997 0.5317  -0.38
C 0.2855 0.3507 -0.4088  -0.70
S 0.0186 1.9550 0.4109  -0.09
S -0.8298 3.0090 -1.0906  -0.25
H -0.3481 -2.2852 1.4697  0.21
H -0.2444 -2.4614 -0.1989  0.21
H 0.8742 -0.3973 1.5305  0.39
H 1.6420 -1.1691 0.1493  0.22
H 1.0137 0.5363 -1.1801  0.42
H -0.6004 0.0365 -0.9625  0.41
H -2.1518 3.0470 -0.8236  0.15

8.
A cluster of 8 separate species, C47H106N2O2 in total at a distorted geometry, computed with wB97M-V/def2-TZVPD.

The electronic energy comes out at -57531.704 eV. As for the net charge: 0. The frontier orbital gap is 9.9827 eV. The LUMO energy comes out at 0.3 eV. The SMILES is C#CN(CCN)C(=O)O.CCCCCC.CCCCCC.CCCCCC.CCCCCC.CCCCCC.CCCCCC.CCCCCC.

Each line ends with the Mulliken charge.
Positions of all 157 atoms, in Å:
C 0.3887 -3.2631 -6.7215  0.17
C 0.0343 -4.3163 -7.2359  -0.71
N -0.8558 -5.4555 -7.5090  0.07
C -0.2891 -6.7259 -6.9550  -0.28
C 0.2818 -6.6126 -5.4752  -0.65
N 1.7654 -6.8184 -5.4092  -0.64
C -0.8111 -5.6184 -8.9991  0.40
O -1.8511 -5.7044 -9.5934  -0.48
O 0.4110 -5.6438 -9.7184  -0.34
H 0.7415 -2.3065 -6.2639  0.44
H 0.5441 -7.1675 -7.5923  0.21
H -1.1432 -7.4772 -6.9393  0.27
H -0.0177 -5.6814 -4.9231  0.33
H -0.1621 -7.4797 -4.8861  0.35
H 2.1782 -6.0062 -5.8876  0.27
H 1.9788 -7.6622 -5.9581  0.28
H 0.6846 -6.5834 -9.8001  0.31
C 2.8602 -3.5854 -10.0260  -1.10
C 3.7882 -4.7218 -9.6023  -0.51
C 4.2265 -4.6180 -8.1493  0.05
C 5.0202 -3.3725 -7.7962  -0.57
C 6.3038 -3.1449 -8.5946  -0.56
C 7.3395 -4.2451 -8.3991  -1.20
H 3.3569 -2.6140 -9.9690  0.40
H 2.5393 -3.7298 -11.0606  0.37
H 1.9671 -3.5536 -9.3989  0.08
H 4.6523 -4.7557 -10.2725  0.36
H 3.2652 -5.6755 -9.7326  0.27
H 4.8064 -5.5113 -7.8925  0.50
H 3.3363 -4.6444 -7.5093  -0.33
H 5.2687 -3.4253 -6.7296  0.21
H 4.3755 -2.4951 -7.9121  0.39
H 6.7434 -2.1937 -8.2778  0.39
H 6.0777 -3.0382 -9.6598  0.26
H 7.6100 -4.3425 -7.3445  0.28
H 8.2478 -4.0121 -8.9597  0.39
H 6.9731 -5.2118 -8.7516  0.30
C 2.4057 1.3481 -1.0118  -0.96
C 2.6414 0.9860 -2.4724  -0.63
C 1.7052 -0.1101 -2.9820  -0.47
C 1.8408 -1.4636 -2.2795  -0.71
C 3.2377 -2.0835 -2.3230  -0.05
C 3.7142 -2.3976 -3.7351  -1.08
H 2.5998 0.5015 -0.3491  0.27
H 3.0721 2.1610 -0.7129  0.40
H 1.3768 1.6813 -0.8548  0.06
H 3.6866 0.6967 -2.6162  0.25
H 2.4869 1.8823 -3.0820  0.42
H 1.8692 -0.2395 -4.0572  0.20
H 0.6690 0.2308 -2.8765  0.39
H 1.1285 -2.1617 -2.7348  0.37
H 1.5331 -1.3640 -1.2335  0.30
H 3.2208 -3.0147 -1.7468  0.34
H 3.9618 -1.4301 -1.8278  -0.03
H 3.0238 -3.0815 -4.2371  0.20
H 4.6974 -2.8732 -3.7042  0.37
H 3.8041 -1.4927 -4.3406  0.36
C 8.1932 -7.0442 0.2088  -1.20
C 8.4266 -5.5720 0.5242  -0.35
C 7.1673 -4.8473 1.0004  -0.83
C 6.0233 -4.7895 -0.0153  -0.80
C 6.3721 -4.1391 -1.3543  0.02
C 6.7724 -2.6744 -1.2280  -1.23
H 7.4843 -7.1743 -0.6118  0.29
H 9.1314 -7.5199 -0.0873  0.38
H 7.8091 -7.5743 1.0841  0.29
H 8.8505 -5.0708 -0.3509  0.23
H 9.1835 -5.5014 1.3122  0.39
H 7.4400 -3.8301 1.2997  0.31
H 6.7980 -5.3371 1.9083  0.40
H 5.1875 -4.2432 0.4371  0.33
H 5.6510 -5.8017 -0.2031  0.40
H 5.4968 -4.2051 -2.0083  0.03
H 7.1704 -4.6963 -1.8539  0.33
H 5.9720 -2.0905 -0.7666  0.20
H 6.9718 -2.2522 -2.2161  0.37
H 7.6772 -2.5535 -0.6283  0.43
C -3.0011 4.7200 2.3279  -0.47
C -2.7633 4.3601 0.8670  -0.65
C -3.7007 3.2672 0.3528  -0.86
C -3.5694 1.9121 1.0527  -0.79
C -2.1737 1.2894 1.0112  0.21
C -1.6939 0.9765 -0.4003  -1.09
H -2.8104 3.8717 2.9896  0.37
H -2.3333 5.5309 2.6296  0.15
H -4.0292 5.0553 2.4842  -0.03
H -1.7185 4.0687 0.7248  0.29
H -2.9146 5.2580 0.2589  0.40
H -3.5347 3.1397 -0.7219  0.34
H -4.7364 3.6100 0.4566  0.41
H -4.2818 1.2166 0.5944  0.45
H -3.8792 2.0102 2.0983  0.26
H -2.1941 0.3570 1.5854  -0.09
H -1.4491 1.9405 1.5096  0.24
H -2.3836 0.2942 -0.9039  0.30
H -0.7115 0.4991 -0.3663  0.16
H -1.6007 1.8816 -1.0050  0.36
C -0.8129 -2.0700 3.4196  -1.19
C -2.2737 -2.3547 3.7450  -0.51
C -2.8198 -1.4922 4.8833  -0.45
C -2.1357 -1.6894 6.2386  -0.80
C -2.1591 -3.1196 6.7790  -0.38
C -3.5655 -3.6426 7.0429  -1.18
H -0.1584 -2.2979 4.2638  0.37
H -0.4889 -2.6841 2.5754  0.35
H -0.6720 -1.0208 3.1466  0.24
H -2.3998 -3.4170 3.9732  0.40
H -2.8731 -2.1622 2.8488  0.34
H -3.8927 -1.6849 4.9856  0.37
H -2.7312 -0.4365 4.6024  0.21
H -2.6168 -1.0270 6.9673  0.39
H -1.0952 -1.3554 6.1737  0.32
H -1.5978 -3.1428 7.7186  0.36
H -1.6382 -3.7956 6.0943  0.24
H -4.0915 -3.0030 7.7563  0.29
H -3.5207 -4.6501 7.4630  0.38
H -4.1560 -3.6938 6.1255  0.28
C -3.4544 6.6649 6.2013  -0.58
C -2.8483 7.8323 5.4329  -0.38
C -1.3850 7.6103 5.0490  -0.23
C -0.4179 7.4522 6.2251  -0.95
C -0.3956 8.6192 7.2128  -0.43
C 0.0613 9.9312 6.5873  -1.20
H -2.9497 6.5041 7.1566  0.31
H -4.5083 6.8612 6.4134  -0.02
H -3.3942 5.7416 5.6190  0.12
H -2.9576 8.7524 6.0145  0.35
H -3.4268 7.9815 4.5149  0.30
H -1.0577 8.4431 4.4181  0.40
H -1.3147 6.7147 4.4220  -0.05
H 0.5919 7.3076 5.8242  0.45
H -0.6558 6.5339 6.7718  0.32
H 0.2882 8.3671 8.0297  0.38
H -1.3812 8.7531 7.6687  0.25
H 1.0622 9.8311 6.1597  0.29
H 0.0955 10.7182 7.3442  0.38
H -0.6188 10.2611 5.7990  0.29
C -6.4351 4.9068 4.3239  -0.64
C -7.1727 6.2279 4.1441  -0.39
C -7.6641 6.8321 5.4600  -0.37
C -8.6847 5.9866 6.2260  -0.80
C -9.9558 5.6380 5.4511  -0.42
C -10.7750 6.8596 5.0535  -1.20
H -7.0842 4.1358 4.7450  0.38
H -6.0741 4.5437 3.3585  0.06
H -5.5715 5.0288 4.9818  0.08
H -8.0063 6.0923 3.4488  0.34
H -6.4928 6.9433 3.6690  0.28
H -8.0899 7.8197 5.2551  0.34
H -6.8024 7.0080 6.1133  0.01
H -8.9626 6.5251 7.1393  0.43
H -8.2112 5.0578 6.5601  0.31
H -10.5774 4.9925 6.0798  0.37
H -9.7116 5.0533 4.5591  0.25
H -11.0642 7.4382 5.9346  0.29
H -11.6878 6.5505 4.5389  0.38
H -10.2210 7.5147 4.3777  0.29

Look up the net charge of the eighth one. 0